Record 1
Entry from the OMol25 dataset: a molecular structure, C10H14BIN6Pt at a distorted geometry (ωB97M-V with the def2-TZVPD basis set).

Total charge   +2
Molar mass   551.058 g mol⁻¹
Spin multiplicity   3
Energy above the lowest of the compared OMol25 structures with the same formula, charge and spin   4.7 kcal per mole
Gap between HOMO and LUMO (alpha / beta)   7.762 / 5.495 eV

Geometry as XYZ:
```
33
Properties=species:S:1:pos:R:3:nbo_charge:R:1
C -2.33859 0.73897 -1.89600 0.029
N -1.10865 0.34903 -1.46940 -0.351
N -0.93985 -0.98037 -1.82403 -0.347
C -1.98199 -1.32974 -2.63031 0.051
C -2.88579 -0.28788 -2.66681 -0.310
B 0.23153 -1.97453 -1.54296 0.576
N 1.44307 -0.96851 -1.61632 -0.328
N 1.52589 0.34622 -1.17598 -0.336
C 2.76359 0.83242 -1.45989 0.017
C 3.43295 -0.13508 -2.21449 -0.303
C 2.56982 -1.23186 -2.33622 0.070
Pt 0.12043 1.48640 -0.23239 0.867
N 0.21597 -3.12613 -0.36930 -0.353
N 0.47341 -2.82532 0.92635 -0.026
C 0.07633 -3.81137 1.72305 -0.075
C -0.23022 -4.92516 0.91818 -0.120
C -0.11603 -4.47678 -0.41120 0.217
H 0.01502 -3.64520 2.81413 0.274
H -0.21101 -5.00746 -1.34183 0.263
H -0.52723 -5.89145 1.29563 0.279
H 0.31348 -2.66174 -2.52788 -0.021
H 2.66610 -2.19392 -2.78991 0.255
H -2.02865 -2.27921 -3.11865 0.249
H 4.45330 -0.08432 -2.57128 0.276
H -3.85406 -0.32160 -3.16283 0.273
H 3.04736 1.82308 -1.08800 0.245
H -2.82097 1.65737 -1.55966 0.254
H 1.27475 0.98274 1.08862 0.285
C 1.39294 2.11973 1.13207 -0.914
H 2.42932 2.29480 0.87821 0.270
H 0.76647 2.83862 0.40976 0.267
H 1.09242 2.36048 2.14666 0.291
I -1.60446 1.07453 1.71521 0.175
```

***

Record 2
Entry from the OMol25 dataset: a molecular structure, C10H14Br12F3N3OP (ωB97M-V with the def2-TZVPD basis set).

Total charge   +1
Molar mass   1239.058 g mol⁻¹
Gap between HOMO and LUMO   7.965 eV

Geometry as XYZ:
```
44
Properties=species:S:1:pos:R:3:nbo_charge:R:1
N 5.04606 -0.17947 -2.92941 -1.245
P 4.12675 0.78060 -3.71970 1.312
C 2.37316 0.54009 -3.26964 0.076
N 1.34471 0.21314 -4.06327 -0.466
C 0.18378 0.05714 -3.33056 0.236
C -1.10955 -0.35904 -3.94889 -0.487
C -2.29352 0.50173 -3.49854 0.023
O -2.36755 1.61829 -4.35857 -0.699
C -3.59253 -0.30951 -3.58538 0.955
F -3.61951 -1.06965 -4.70321 -0.320
F -3.67618 -1.14662 -2.52164 -0.325
F -4.67136 0.48500 -3.59167 -0.301
C 0.54464 0.32406 -2.03513 -0.076
N 1.88244 0.60421 -2.03190 -0.445
H 5.78160 0.26992 -2.39791 0.405
H 4.30648 2.16664 -3.59936 -0.024
H 3.99027 0.55736 -5.09892 -0.058
H 1.40331 0.07335 -5.06274 0.452
H -1.03345 -0.24372 -5.03309 0.253
H -1.30307 -1.41473 -3.74311 0.265
H -2.19608 0.82164 -2.45718 0.200
H -2.45113 2.43021 -3.84841 0.493
H -0.04651 0.32235 -1.13303 0.265
H 2.44038 0.81385 -1.20962 0.464
C 1.03386 2.60161 1.17268 -0.508
Br 1.27864 3.71621 -0.37982 0.087
Br -0.65553 1.69149 1.14198 0.122
Br 2.48926 1.34742 1.36154 0.082
H 1.04707 3.25122 2.03673 0.241
C -4.69139 0.60730 1.27355 -0.500
Br -4.29096 2.11819 0.14543 0.079
Br -6.32602 -0.24352 0.76701 0.136
Br -3.22984 -0.65107 1.33213 0.082
H -4.81113 0.99494 2.27491 0.233
C 0.85571 -1.03861 4.82693 -0.507
Br -0.57914 -1.12029 3.54314 0.072
Br 0.36696 0.02125 6.35112 0.105
Br 1.44199 -2.79057 5.34589 0.107
H 1.68829 -0.54681 4.34524 0.220
C 1.85292 -3.48260 9.03105 -0.507
Br 1.58591 -5.26304 8.35093 0.089
Br 0.50481 -3.00882 10.31396 0.098
Br 3.62354 -3.25665 9.74019 0.096
H 1.75194 -2.80446 8.19628 0.222
```

***

What is the total charge in the first record? +2

***

Which value of molar mass does entry 2 give? 1239.058 g mol⁻¹

***

Which value of molar mass does entry 1 give? 551.058 g mol⁻¹